1.
Molecular formula: C53H51AsNO4RuSb
Method: DFT, ωB97M-V/def2-TZVPD

Element x y z (Å)
Ru -0.595 0.110 -1.070
C -0.808 -0.334 4.495
C 0.188 0.699 3.998
C 0.867 1.472 5.100
O 1.184 0.086 3.200
C 0.689 -0.010 1.881
C -0.332 1.193 1.786
O -0.464 1.616 3.123
C -0.239 2.443 0.870
O -0.146 2.005 -0.485
C -1.529 3.264 0.968
C -1.565 4.459 0.247
C -2.717 5.220 0.173
C -3.870 4.804 0.831
C -3.841 3.634 1.571
C -2.679 2.870 1.640
C 0.940 3.356 1.207
C 0.949 4.096 2.388
C 1.978 4.987 2.653
C 2.999 5.174 1.732
C 2.992 4.447 0.552
C 1.973 3.541 0.300
C 1.810 -0.317 0.855
O 1.185 -0.271 -0.420
C 2.329 -1.750 1.073
C 2.595 -2.276 2.333
C 3.091 -3.567 2.471
C 3.354 -4.349 1.356
C 3.128 -3.819 0.095
C 2.625 -2.534 -0.039
C 3.038 0.595 0.819
C 3.709 0.717 -0.396
C 4.897 1.424 -0.489
C 5.443 2.017 0.640
C 4.785 1.898 1.853
C 3.594 1.191 1.947
H -0.314 -1.047 5.155
H -1.244 -0.883 3.658
H -1.613 0.155 5.043
H 1.477 0.800 5.703
H 0.123 1.939 5.744
H 1.500 2.241 4.663
H 0.056 -0.905 1.808
H -1.281 0.715 1.484
H -0.664 4.793 -0.256
H -2.718 6.146 -0.387
H -4.771 5.401 0.785
H -4.719 3.323 2.123
H -2.678 1.988 2.267
H 0.133 3.995 3.090
H 1.969 5.554 3.575
H 3.793 5.881 1.934
H 3.791 4.571 -0.167
H 1.993 2.933 -0.589
H 2.421 -1.685 3.218
H 3.282 -3.957 3.462
H 3.743 -5.352 1.469
H 3.343 -4.406 -0.789
H 2.472 -2.124 -1.026
H 3.295 0.248 -1.279
H 5.402 1.502 -1.444
H 6.374 2.565 0.575
H 5.196 2.360 2.741
H 3.108 1.105 2.905
N -3.820 0.455 -0.384
C -2.706 0.186 -0.490
H -4.791 0.661 -0.250
C 0.036 -7.483 -1.007
C -0.134 -6.667 -2.116
C -0.336 -5.302 -1.959
C -0.363 -4.758 -0.682
C -0.173 -5.571 0.431
C 0.018 -6.936 0.267
As -0.705 -2.889 -0.272
C -0.842 -2.218 -2.128
C 0.221 -1.941 -2.995
C -0.029 -1.690 -4.337
C -1.335 -1.697 -4.812
C -2.398 -1.968 -3.962
C -2.162 -2.256 -2.620
C -3.177 -2.652 -1.628
C -4.550 -2.687 -1.848
C -5.397 -3.060 -0.815
C -4.880 -3.395 0.432
C -3.509 -3.362 0.654
C -2.659 -2.995 -0.378
H 0.190 -8.546 -1.136
H -0.110 -7.093 -3.111
H -0.467 -4.681 -2.837
H -0.152 -5.145 1.428
H 0.164 -7.566 1.134
H 1.238 -1.963 -2.628
H 0.796 -1.497 -5.011
H -1.525 -1.507 -5.860
H -3.404 -1.999 -4.359
H -4.964 -2.429 -2.815
H -6.465 -3.098 -0.982
H -5.548 -3.690 1.230
H -3.116 -3.626 1.629
C -0.508 1.605 -5.327
Sb -0.292 1.914 -3.228
C 0.944 3.623 -3.276
C -2.220 2.769 -2.962
H -0.622 2.595 -5.770
H -1.396 1.011 -5.523
H 0.362 1.115 -5.759
H 0.279 4.485 -3.236
H 1.496 3.620 -4.212
H 1.622 3.649 -2.432
H -2.377 3.537 -3.720
H -2.287 3.204 -1.967
H -2.974 1.992 -3.088

Computed properties:
Net charge: +1
Spin multiplicity: 6
HOMO (alpha / beta), Eh: -0.380 / -0.381
Orbital gap (alpha / beta), eV: 7.88 / 5.86

2.
Molecular formula: C5H12N2O
Method: DFT, ωB97M-V/def2-TZVPD

Element x y z (Å)
H -1.019 2.305 1.341
N -0.784 1.321 1.434
C -0.503 0.748 0.332
C -0.470 1.412 -1.019
C -1.008 -0.847 0.173
C -1.879 -1.299 1.074
N -0.691 -1.491 -1.020
H 0.322 0.986 -1.635
H -1.400 1.248 -1.560
H -0.300 2.485 -0.922
H -2.238 -2.319 1.062
H -2.278 -0.623 1.812
H -0.909 -2.480 -1.021
H 0.251 -1.331 -1.349
C 2.014 0.066 0.532
O 2.274 -0.434 -0.754
H 2.374 1.082 0.705
H 2.397 -0.621 1.291
H 0.823 -0.213 0.693
H 3.023 0.007 -1.169

Computed properties:
HOMO, Eh: -0.302
Orbital gap, eV: 8.89

| no. | strongest force on any atom (Eh/bohr) |
| --- | --- |
| 1 | 0.02254 |
| 2 | 0.08946 |